Record 1
Molecular formula: C27H49NO10
Method: DFT, wB97M-V/def2-TZVPD

Structure (ORCA input):
```
! wB97M-V def2-TZVPD RIJCOSX def2/J DEFGRID3
* xyz 0 1
C -0.880 1.150 -0.537
C -0.346 1.201 0.864
O 0.014 2.370 1.256
N -0.458 0.144 1.872
H -1.408 -0.264 1.839
H -0.160 -0.761 1.348
C -0.044 0.398 3.275
H -1.860 0.710 -0.723
H -0.263 0.642 -1.240
H -1.016 2.245 -0.921
H 0.455 -0.381 3.729
H -1.211 0.689 3.858
H 0.589 1.195 3.338
O 0.389 -2.202 1.227
H 0.262 -2.926 1.990
C -3.540 2.337 -2.523
C -4.591 2.639 -3.648
C -5.747 1.538 -3.652
O -5.200 3.916 -3.466
H -2.974 1.400 -2.615
H -4.133 2.103 -1.717
H -2.961 3.190 -2.322
H -3.958 2.592 -4.624
H -5.382 0.451 -3.767
H -6.373 1.802 -4.385
H -6.335 1.724 -2.867
H -5.661 4.372 -4.099
C -0.405 3.825 -4.038
C 1.123 3.746 -3.856
C 1.704 2.381 -3.549
O 1.736 4.316 -5.041
H -0.868 4.741 -3.769
H -0.733 3.047 -3.380
H -0.693 3.581 -5.215
H 1.460 4.410 -3.198
H 1.304 2.078 -2.538
H 2.695 2.621 -3.383
H 1.581 1.686 -4.308
H 1.543 5.131 -5.149
C 0.226 -1.826 -3.899
C 0.825 -2.377 -2.546
C 2.312 -2.435 -2.511
O 0.201 -1.691 -1.437
H 0.871 -2.085 -4.609
H -0.101 -0.839 -3.859
H -0.737 -2.178 -4.375
H 0.489 -3.442 -2.239
H 2.677 -3.067 -3.190
H 2.682 -2.673 -1.583
H 2.799 -1.480 -2.932
H 0.344 -2.237 -0.500
C 3.582 0.403 2.169
C 3.207 -0.649 0.986
C 4.251 -0.674 -0.036
O 3.061 -1.934 1.592
H 3.962 1.212 1.707
H 4.485 -0.079 2.773
H 2.735 0.350 2.765
H 2.180 -0.353 0.628
H 4.985 -1.554 0.148
H 4.809 0.175 0.058
H 4.147 -0.643 -1.123
H 2.394 -2.259 1.168
C 2.637 -1.093 7.920
C 3.720 -1.839 8.775
C 4.530 -2.914 7.956
O 5.362 -3.536 8.539
C 4.329 -2.933 6.455
C 3.186 -2.250 5.809
C 2.372 -1.310 6.514
O 1.681 -0.558 5.817
H 1.976 -0.463 8.552
H 3.868 -1.697 9.783
H 4.842 -3.682 5.854
H 3.034 -2.505 4.820
C -2.801 -2.289 0.733
C -3.048 -2.440 -0.875
C -3.973 -1.343 -1.513
O -4.282 -1.481 -2.676
C -4.655 -0.457 -0.632
C -4.572 -0.574 0.834
C -3.547 -1.266 1.529
O -3.214 -1.050 2.629
H -2.174 -3.050 1.246
H -2.478 -2.978 -1.462
H -5.458 -0.010 -1.171
H -5.388 0.196 1.344
*
```

---

Record 2
Molecular formula: C3H6NO2
Method: DFT, wB97M-V/def2-TZVPD

Structure (ORCA input):
```
! wB97M-V def2-TZVPD RIJCOSX def2/J DEFGRID3
* xyz -1 1
C 1.120 -1.369 0.889
C -0.151 -0.982 0.055
O -1.135 -1.757 0.095
N -0.334 0.329 -0.066
C -1.029 1.706 -0.929
O -0.240 2.743 -0.761
H 1.825 -0.497 0.842
H 1.493 -2.268 0.525
H 0.767 -1.543 1.889
H 0.653 0.787 -0.015
H -0.940 1.321 -2.049
H -2.029 1.531 -0.474
*
```

---

Record 3
Molecular formula: C2H8IN2
Method: DFT, wB97M-V/def2-TZVPD

Structure (ORCA input):
```
! wB97M-V def2-TZVPD RIJCOSX def2/J DEFGRID3
* xyz 1 1
C -0.480 -0.536 -1.198
N 0.636 -0.633 0.053
C 0.858 0.608 0.873
N -0.344 0.965 1.385
I 2.717 0.360 2.006
H -1.329 0.001 -0.732
H -0.136 0.242 -1.923
H -0.478 -1.551 -1.698
H 1.538 -0.672 -0.478
H 0.478 -1.506 0.492
H 1.170 1.400 0.055
H -0.514 0.386 2.191
H -0.620 1.977 1.195
*
```

---

Record 4
Molecular formula: C31H25N4O4PPtS
Method: DFT, wB97M-V/def2-TZVPD

Structure (ORCA input):
```
! wB97M-V def2-TZVPD RIJCOSX def2/J DEFGRID3
* xyz 2 1
Pt -0.111 -0.108 -0.132
O -1.328 -3.383 1.918
C -1.185 -2.272 1.477
N -0.579 -1.980 0.298
C 0.262 -2.979 -0.356
C 0.705 -2.397 -1.671
C 1.236 -3.145 -2.708
C 1.542 -2.538 -3.910
C 1.288 -1.181 -4.068
C 0.788 -0.476 -3.002
N 0.524 -1.064 -1.820
C -1.600 -1.018 2.199
C -2.261 -1.064 3.406
C -2.595 0.121 4.035
C -2.256 1.317 3.421
C -1.576 1.294 2.223
N -1.244 0.146 1.613
H 1.141 -3.205 0.256
H -0.295 -3.907 -0.499
H 1.368 -4.208 -2.563
H 1.944 -3.120 -4.728
H 1.471 -0.673 -5.002
H 0.552 0.572 -3.080
H -2.490 -2.037 3.819
H -3.112 0.117 4.984
H -2.500 2.267 3.872
H -1.284 2.205 1.744
O 1.745 -0.607 3.322
S 1.931 0.083 2.093
O 1.115 1.285 1.870
O 1.763 -0.770 0.820
C 3.486 0.805 1.818
C 4.595 0.704 2.624
C 5.730 1.425 2.261
C 5.726 2.202 1.114
C 4.602 2.266 0.293
C 3.455 1.575 0.649
P 1.977 1.681 -0.467
C 2.748 1.296 -2.041
C 2.394 1.941 -3.233
C 3.050 1.633 -4.411
C 4.039 0.654 -4.419
C 4.367 -0.021 -3.252
C 3.726 0.297 -2.065
C 1.425 3.397 -0.531
C 2.224 4.356 -1.162
C 1.835 5.686 -1.174
C 0.653 6.071 -0.558
C -0.139 5.125 0.076
C 0.251 3.796 0.087
H 4.568 0.098 3.519
H 6.616 1.379 2.877
H 6.608 2.766 0.846
H 4.643 2.864 -0.608
H 1.629 2.707 -3.234
H 2.801 2.159 -5.323
H 4.556 0.421 -5.340
H 5.135 -0.783 -3.263
H 3.998 -0.224 -1.155
H 3.151 4.079 -1.643
H 2.458 6.422 -1.663
H 0.351 7.109 -0.569
H -1.052 5.426 0.572
H -0.344 3.060 0.593
N -2.129 1.518 -1.722
C -1.364 0.899 -1.128
H -2.825 2.071 -2.189
*
```

---

Record 5
Molecular formula: H6N3OPS
Method: DFT, wB97M-V/def2-TZVPD

Structure (ORCA input):
```
! wB97M-V def2-TZVPD RIJCOSX def2/J DEFGRID3
* xyz 0 1
N -1.509 1.080 -0.258
N -0.109 1.048 -0.596
P 0.852 -0.046 0.031
N 0.004 -0.814 1.280
O 0.427 -1.415 -1.013
S 2.806 0.206 -0.013
H -1.693 0.608 0.659
H -2.130 0.635 -0.945
H 0.151 1.992 -0.970
H 0.467 -1.656 1.485
H -0.188 -0.321 2.128
H 0.923 -1.316 -1.787
*
```

---

Record 6
Molecular formula: C10H8O3Se
Method: DFT, wB97M-V/def2-TZVPD

Structure (ORCA input):
```
! wB97M-V def2-TZVPD RIJCOSX def2/J DEFGRID3
* xyz 0 1
C -0.798 -2.249 -1.065
C -0.109 -2.465 0.100
C -0.936 -0.870 -1.564
C 0.422 -1.367 0.792
C -0.344 0.148 -0.931
C 0.393 -0.074 0.261
C 2.578 2.832 1.252
C 2.180 0.684 1.865
C 1.415 2.313 0.327
C 1.205 0.957 0.877
O 3.056 3.919 1.330
O 2.365 -0.296 2.546
O 2.991 1.786 2.027
Se -0.482 1.215 3.341
H -1.425 -3.058 -1.646
H 0.036 -3.529 0.464
H -1.636 -0.676 -2.397
H 0.831 -1.529 1.775
H -0.721 1.080 -1.243
H 0.676 3.017 0.496
H 1.784 2.446 -0.619
H -0.873 -0.285 3.197
*
```

---

no.,E_tot (hartree)
1,-1864.7287
2,-323.1230
3,-487.9013
4,-2574.5895
5,-982.6720
6,-3012.9136